*1*
The following is a quantum chemistry calculation of a cluster of 3 separate species, C3H12O2S in total, from the OMol25 dataset.

## Properties
- Kohn-Sham gap: 9.15 eV
- HOMO: -8.37 eV

Structure (ORCA input):
```
! wB97M-V def2-TZVPD RIJCOSX def2/J DEFGRID3
* xyz 0 1
C 0.59 0.05 -1.14
C 0.36 0.98 0.08
S -0.70 2.49 0.09
C -1.33 2.76 -1.64
H -0.28 -0.69 -1.06
H 1.52 -0.44 -1.33
H 0.34 0.67 -2.06
H 1.40 1.34 0.56
H -0.26 0.51 0.96
H -1.02 2.11 -2.27
H -2.38 2.76 -1.71
H -0.99 3.74 -1.97
H -1.43 -4.85 0.64
H -0.78 -6.06 1.39
O -0.77 -5.09 1.36
H 2.65 -0.11 2.83
H 1.32 0.28 2.46
O 1.75 -0.44 2.82
*
```

Results of the Mulliken charge analysis, in e, for atoms 1 through 5: number 1, C, carries -0.879; number 2, C, carries -0.249; number 3, S, carries -0.118; number 4, C, carries -0.848; number 5, H, carries 0.212


*2*
The following is a quantum chemistry calculation of a cluster of 3 separate species, C3H12O2S in total, from the OMol25 dataset.

## Properties
- Kohn-Sham gap: 8.74 eV
- HOMO: -8.30 eV

Structure (ORCA input):
```
! wB97M-V def2-TZVPD RIJCOSX def2/J DEFGRID3
* xyz 0 1
C 0.69 -0.81 1.36
C 0.65 0.69 0.89
S -0.23 1.82 1.92
C -1.48 2.50 0.75
H 0.49 -0.94 2.42
H -0.11 -1.33 0.84
H 1.62 -1.23 0.99
H 1.64 1.07 0.65
H 0.10 0.57 -0.04
H -1.50 1.82 -0.10
H -1.05 3.42 0.36
H -2.49 2.70 1.10
H -1.55 -0.92 -2.75
H -1.22 -1.15 -1.29
O -1.14 -0.52 -1.99
H 1.72 -3.15 -2.24
H 1.88 -1.81 -1.50
O 1.95 -2.75 -1.39
*
```

Results of the Mulliken charge analysis, in e, for atoms 1 through 5: number 1, C, carries -0.845; number 2, C, carries -0.042; number 3, S, carries -0.137; number 4, C, carries -0.588; number 5, H, carries 0.354


Most stable structure: *2*


*1*
The following is a quantum chemistry calculation of a cluster of 2 separate species, C5H16NO2 in total, from the OMol25 dataset.

## Properties
- Kohn-Sham gap: 11.46 eV
- HOMO: -14.26 eV

Structure (ORCA input):
```
! wB97M-V def2-TZVPD RIJCOSX def2/J DEFGRID3
* xyz 1 1
C 2.15 0.82 2.83
N 0.80 1.06 2.22
H 2.94 1.29 2.22
H 2.35 -0.27 2.90
H 2.19 1.24 3.85
H 0.60 2.07 2.16
H 0.76 0.65 1.26
H 0.06 0.61 2.79
O 0.39 3.92 1.90
O 0.75 0.08 -0.53
C 0.94 4.25 0.62
C -0.06 1.00 -1.26
C 1.10 2.96 -0.16
C -0.22 2.25 -0.42
H 0.30 4.75 2.41
H 0.84 -0.74 -1.06
H 1.91 4.76 0.73
H 0.26 4.94 0.08
H -1.05 0.56 -1.48
H 0.41 1.25 -2.23
H 1.59 3.20 -1.13
H 1.78 2.29 0.40
H -0.69 1.98 0.54
H -0.91 2.94 -0.96
*
```

Results of the Mulliken charge analysis, in e, for atoms 1 through 5: number 1, C, carries -0.728; number 2, N, carries 0.004; number 3, H, carries 0.312; number 4, H, carries 0.355; number 5, H, carries 0.346


*2*
The following is a quantum chemistry calculation of a cluster of 3 separate species, C5H16NO2 in total, from the OMol25 dataset.

## Properties
- Kohn-Sham gap: 10.91 eV
- HOMO: -13.83 eV

Structure (ORCA input):
```
! wB97M-V def2-TZVPD RIJCOSX def2/J DEFGRID3
* xyz 1 1
C 2.20 -0.28 -0.57
C 1.92 1.08 -0.71
C 0.37 1.48 -0.88
C -0.41 1.15 0.32
C -0.36 1.36 1.66
N -1.70 0.40 0.02
H 3.39 -0.47 -0.61
H 2.05 -0.71 0.44
H 1.78 -0.95 -1.30
H 2.40 1.64 0.19
H 2.47 1.37 -1.66
H -0.04 0.93 -1.89
H 0.10 2.53 -0.95
H -0.99 1.13 2.36
H 0.66 1.69 2.01
H -1.44 -0.52 -0.38
H -2.25 0.25 0.85
H -2.24 0.87 -0.60
H -1.47 -2.41 1.76
H -1.69 -1.55 2.95
O -1.58 -1.46 1.96
H -1.55 -3.02 -1.36
H -0.52 -2.35 -2.13
O -1.13 -2.16 -1.48
*
```

Results of the Mulliken charge analysis, in e, for atoms 1 through 5: number 1, C, carries -1.088; number 2, C, carries -0.270; number 3, C, carries -0.505; number 4, C, carries 0.589; number 5, C, carries -1.153


*3*
The following is a quantum chemistry calculation of a cluster of 3 separate species, C5H16NO2 in total, from the OMol25 dataset.

## Properties
- Kohn-Sham gap: 10.98 eV
- HOMO: -13.92 eV

Structure (ORCA input):
```
! wB97M-V def2-TZVPD RIJCOSX def2/J DEFGRID3
* xyz 1 1
C 0.96 1.44 3.12
C 0.73 2.21 1.83
C -0.47 1.77 1.00
C -0.25 0.53 0.16
C -1.21 -0.08 -0.50
N -0.78 -1.19 -1.38
H 0.05 0.99 3.52
H 1.72 0.66 3.03
H 1.40 2.02 3.89
H 0.68 3.29 1.94
H 1.66 2.15 1.24
H -1.33 1.50 1.61
H -0.76 2.62 0.39
H 0.77 0.31 -0.10
H -2.25 0.21 -0.52
H -0.63 -2.08 -0.89
H -1.53 -1.46 -2.01
H 0.05 -0.94 -1.93
H -1.71 -4.37 -0.73
H -0.65 -4.56 -1.94
O -1.15 -3.95 -1.39
H 1.71 1.37 -2.06
H 2.63 0.22 -2.52
O 1.86 0.43 -1.97
*
```

Results of the Mulliken charge analysis, in e, for atoms 1 through 5: number 1, C, carries -1.184; number 2, C, carries -0.451; number 3, C, carries -0.725; number 4, C, carries -0.318; number 5, C, carries -0.459


*4*
The following is a quantum chemistry calculation of a cluster of 3 separate species, C5H16NO2 in total, from the OMol25 dataset.

## Properties
- Kohn-Sham gap: 10.23 eV
- HOMO: -13.08 eV

Structure (ORCA input):
```
! wB97M-V def2-TZVPD RIJCOSX def2/J DEFGRID3
* xyz 1 1
C -0.82 -1.08 0.67
C -1.52 -0.84 -0.67
C -0.48 -0.59 -1.78
C 0.03 0.62 -1.96
C -0.18 -1.79 -2.60
N 0.24 -0.08 0.99
H -1.47 -1.08 1.55
H -0.33 -2.06 0.64
H -2.25 -0.02 -0.65
H -1.99 -1.80 -0.86
H -0.17 1.50 -1.33
H 0.63 0.84 -2.84
H -0.65 -2.69 -2.24
H -0.47 -1.69 -3.65
H 0.92 -1.79 -2.74
H 0.95 -0.03 0.26
H -0.13 0.86 1.16
H 0.77 -0.42 1.80
H 2.52 0.84 3.22
H 3.34 -0.02 2.14
O 2.51 0.15 2.56
H -0.52 3.48 0.76
H -1.25 3.04 1.97
O -0.48 2.80 1.44
*
```

Results of the Mulliken charge analysis, in e, for atoms 1 through 5: number 1, C, carries -0.730; number 2, C, carries -0.667; number 3, C, carries 0.790; number 4, C, carries -0.988; number 5, C, carries -1.328


Most stable structure: *1*


*1*
The following is a quantum chemistry calculation of an isolated molecule of C2H2I4, from the OMol25 dataset.

## Properties
- Kohn-Sham gap (alpha / beta): 5.19 / 5.19 eV
- HOMO (alpha / beta): -8.45 / -8.45 eV

Structure (ORCA input):
```
! wB97M-V def2-TZVPD RIJCOSX def2/J DEFGRID3
* xyz 0 1
C 0.45 -0.42 0.55
C 1.27 -0.34 -0.46
I -1.70 0.12 0.25
I -4.58 -1.12 -0.06
I -0.59 2.65 -0.12
I 3.37 -0.28 -0.13
H 0.87 -0.64 1.48
H 0.92 0.04 -1.52
*
```

Results of the Mulliken charge analysis, in e, for atoms 1 through 5: number 1, C, carries -0.526; number 2, C, carries -0.241; number 3, I, carries 0.497; number 4, I, carries -0.458; number 5, I, carries -0.103


*2*
The following is a quantum chemistry calculation of an isolated molecule of C2H2I4, from the OMol25 dataset.

## Properties
- Kohn-Sham gap: 6.47 eV
- HOMO: -8.85 eV

Structure (ORCA input):
```
! wB97M-V def2-TZVPD RIJCOSX def2/J DEFGRID3
* xyz 0 1
C 0.18 0.51 0.34
C -0.85 0.78 -0.40
I 1.05 -1.50 0.03
I 3.81 -1.29 -1.12
I -1.45 -2.03 1.21
I -2.07 2.44 -0.27
H 0.54 1.15 1.16
H -1.21 -0.05 -0.94
*
```

Results of the Mulliken charge analysis, in e, for atoms 1 through 5: number 1, C, carries -0.445; number 2, C, carries -0.315; number 3, I, carries 0.511; number 4, I, carries -0.343; number 5, I, carries -0.262


*3*
The following is a quantum chemistry calculation of a structure of composition C2H2I4, from the OMol25 dataset.

## Properties
- Kohn-Sham gap (alpha / beta): 7.36 / 7.63 eV
- HOMO (alpha / beta): -8.88 / -8.79 eV

Structure (ORCA input):
```
! wB97M-V def2-TZVPD RIJCOSX def2/J DEFGRID3
* xyz 0 1
C 0.24 0.25 -0.78
C -0.93 -0.03 0.05
I 1.73 -1.27 -0.55
I 1.09 2.15 -0.08
I -1.80 -1.95 -0.06
I -2.44 1.44 -0.23
H -0.07 0.39 -1.77
H 0.30 0.42 1.68
*
```

Results of the Mulliken charge analysis, in e, for atoms 1 through 5: number 1, C, carries -1.140; number 2, C, carries -0.402; number 3, I, carries 0.219; number 4, I, carries 0.236; number 5, I, carries 0.156


Most stable structure: *2*


*1*
The following is a quantum chemistry calculation of a cluster of 2 separate species, Cl2H2NOP in total, from the OMol25 dataset.

## Properties
- Kohn-Sham gap (alpha / beta): 9.14 / 8.70 eV
- HOMO (alpha / beta): -11.61 / -9.71 eV

Structure (ORCA input):
```
! wB97M-V def2-TZVPD RIJCOSX def2/J DEFGRID3
* xyz 0 1
N -2.38 -0.18 -0.16
O 1.83 0.10 1.83
P 1.20 0.09 0.56
Cl 1.65 -1.54 -0.47
Cl 1.55 1.67 -0.64
H -2.13 0.73 -0.54
H -1.72 -0.87 -0.58
*
```

Results of the Mulliken charge analysis, in e, for atoms 1 through 5: number 1, N, carries -0.472; number 2, O, carries -0.409; number 3, P, carries 0.676; number 4, Cl, carries -0.136; number 5, Cl, carries -0.146


*2*
The following is a quantum chemistry calculation of a cluster of 2 separate species, Cl2H2NOP in total, from the OMol25 dataset.

## Properties
- Kohn-Sham gap (alpha / beta): 8.96 / 8.48 eV
- HOMO (alpha / beta): -11.30 / -9.57 eV

Structure (ORCA input):
```
! wB97M-V def2-TZVPD RIJCOSX def2/J DEFGRID3
* xyz 0 1
N 0.45 0.06 0.04
O -1.71 3.20 -2.16
P -0.83 2.08 -2.36
Cl 0.85 2.67 -3.14
Cl -1.58 0.76 -3.69
H -0.32 0.47 0.60
H 0.65 -0.92 -0.21
*
```

Results of the Mulliken charge analysis, in e, for atoms 1 through 5: number 1, N, carries -0.475; number 2, O, carries -0.418; number 3, P, carries 0.697; number 4, Cl, carries -0.129; number 5, Cl, carries -0.169


Most stable structure: *1*


*1*
The following is a quantum chemistry calculation of a cluster of 2 separate species, C4H10N3 in total, from the OMol25 dataset.

## Properties
- Kohn-Sham gap (alpha / beta): 7.38 / 7.37 eV
- HOMO (alpha / beta): -12.42 / -12.42 eV

Structure (ORCA input):
```
! wB97M-V def2-TZVPD RIJCOSX def2/J DEFGRID3
* xyz 1 1
C -0.86 1.01 0.86
C -0.05 -1.28 -0.27
C 0.18 1.87 0.91
C -0.88 -1.67 -1.45
N 0.99 -1.81 0.11
N 1.64 -2.43 0.87
N 0.45 2.87 0.11
H -1.60 1.40 0.23
H -0.97 0.45 1.75
H -0.39 -0.31 0.43
H 1.00 1.94 1.67
H -0.36 -2.33 -2.08
H -1.21 -0.86 -2.16
H -1.73 -2.23 -1.00
H -0.13 2.89 -0.72
H 2.57 -2.76 0.59
H 1.36 3.24 0.14
*
```

Results of the Mulliken charge analysis, in e, for atoms 1 through 5: number 1, C, carries -1.317; number 2, C, carries 0.358; number 3, C, carries 0.350; number 4, C, carries -1.127; number 5, N, carries 0.608


*2*
The following is a quantum chemistry calculation of the ion C4H10N3 with charge +1, from the OMol25 dataset.

## Properties
- Kohn-Sham gap: 9.35 eV
- HOMO: -13.16 eV

Structure (ORCA input):
```
! wB97M-V def2-TZVPD RIJCOSX def2/J DEFGRID3
* xyz 1 1
C -1.32 -1.45 0.07
C -1.88 -0.26 -0.54
C 0.10 0.74 -0.36
C 2.08 -0.75 -0.25
N -0.12 -1.46 0.51
N 0.70 -0.38 0.25
N -0.18 1.68 0.68
H -1.96 -2.26 0.36
H -2.11 -0.62 -1.58
H -2.43 0.46 -0.04
H 0.55 1.21 -1.18
H 1.87 -1.16 -1.20
H 2.89 -0.03 -0.22
H 2.41 -1.40 0.50
H -0.86 2.41 0.54
H 0.82 2.13 1.00
H -0.56 1.13 1.47
*
```

Results of the Mulliken charge analysis, in e, for atoms 1 through 5: number 1, C, carries 0.066; number 2, C, carries -0.594; number 3, C, carries -0.563; number 4, C, carries -0.974; number 5, N, carries -0.640


Most stable structure: *2*


*1*
The following is a quantum chemistry calculation of a cluster of 2 separate species, C4H10N3 in total, from the OMol25 dataset.

## Properties
- Kohn-Sham gap (alpha / beta): 5.64 / 11.06 eV
- HOMO (alpha / beta): -12.55 / -15.01 eV

Structure (ORCA input):
```
! wB97M-V def2-TZVPD RIJCOSX def2/J DEFGRID3
* xyz 1 1
C 0.03 0.89 0.43
C 2.13 0.86 -0.32
C -1.36 1.41 0.65
C -1.58 -1.53 -0.78
N 0.95 1.53 -0.25
N 0.36 -0.30 0.79
N 1.69 -0.57 0.52
H 2.35 0.55 -1.25
H 2.92 1.15 0.31
H -1.85 0.64 1.29
H -2.09 1.38 -0.11
H -1.34 2.54 1.04
H -2.58 -1.00 -0.73
H -1.13 -1.91 -1.69
H -0.99 -1.89 0.04
H 1.91 -1.31 -0.10
H 2.15 -0.60 1.37
*
```

Results of the Mulliken charge analysis, in e, for atoms 1 through 5: number 1, C, carries 0.834; number 2, C, carries -0.338; number 3, C, carries -1.056; number 4, C, carries -0.904; number 5, N, carries -0.356


*2*
The following is a quantum chemistry calculation of the ion C4H10N3 with charge +1, from the OMol25 dataset.

## Properties
- Kohn-Sham gap: 9.60 eV
- HOMO: -13.38 eV

Structure (ORCA input):
```
! wB97M-V def2-TZVPD RIJCOSX def2/J DEFGRID3
* xyz 1 1
C 0.29 0.99 0.01
C 2.25 -0.11 -0.18
C -0.71 2.05 0.05
C -1.45 -0.88 -0.10
N 1.66 1.16 0.02
N -0.12 -0.32 0.01
N 1.05 -1.19 -0.18
H 2.78 -0.12 -1.17
H 2.99 -0.32 0.68
H -1.15 2.09 -0.83
H -0.25 2.99 0.41
H -1.49 1.66 0.77
H -1.69 -1.23 -1.10
H -1.55 -1.68 0.67
H -2.02 -0.05 0.21
H 1.10 -1.75 -1.14
H 1.04 -1.89 0.61
*
```

Results of the Mulliken charge analysis, in e, for atoms 1 through 5: number 1, C, carries 0.746; number 2, C, carries -0.322; number 3, C, carries -1.216; number 4, C, carries -0.757; number 5, N, carries -0.474


*3*
The following is a quantum chemistry calculation of the ion C4H10N3 with charge +1, from the OMol25 dataset.

## Properties
- Kohn-Sham gap: 10.51 eV
- HOMO: -14.73 eV

Structure (ORCA input):
```
! wB97M-V def2-TZVPD RIJCOSX def2/J DEFGRID3
* xyz 1 1
C -0.22 1.43 -2.54
C 1.62 -0.03 0.90
C -1.15 -1.62 0.88
C 0.15 0.48 0.84
N -0.35 0.39 -1.89
N -0.91 -0.40 -1.15
N -0.72 -0.46 0.09
H -0.84 2.34 -2.37
H 0.74 1.65 -3.02
H 1.61 -1.11 1.07
H 2.01 0.45 0.07
H 2.00 0.52 1.71
H -1.56 -2.43 0.23
H -1.91 -1.13 1.48
H -0.29 -1.93 1.50
H 0.12 1.46 0.33
H -0.29 0.40 1.86
*
```

Results of the Mulliken charge analysis, in e, for atoms 1 through 5: number 1, C, carries -0.284; number 2, C, carries -0.856; number 3, C, carries -0.780; number 4, C, carries -0.593; number 5, N, carries 0.151


*4*
The following is a quantum chemistry calculation of the ion C4H10N3 with charge +1, from the OMol25 dataset.

## Properties
- Kohn-Sham gap: 9.30 eV
- HOMO: -14.44 eV

Structure (ORCA input):
```
! wB97M-V def2-TZVPD RIJCOSX def2/J DEFGRID3
* xyz 1 1
C -2.64 -0.18 0.36
C 2.95 -0.71 -0.27
C 1.76 0.02 0.50
C 0.65 0.59 -0.43
N -0.39 0.85 0.46
N -1.47 0.42 0.14
N -3.86 0.29 0.11
H -2.75 -1.24 0.53
H 2.81 -0.34 -1.25
H 3.85 -0.31 0.25
H 2.82 -1.78 -0.09
H 2.17 0.78 1.04
H 1.35 -0.78 1.25
H 0.95 1.57 -0.96
H 0.43 -0.05 -1.31
H -4.63 -0.35 -0.16
H -3.99 1.22 -0.16
*
```

Results of the Mulliken charge analysis, in e, for atoms 1 through 5: number 1, C, carries 0.087; number 2, C, carries -0.941; number 3, C, carries -0.397; number 4, C, carries -0.486; number 5, N, carries -0.092


Most stable structure: *2*